1.
The following is a DFT calculation (ωB97M-V/def2-TZVPD) of a cluster of 5 separate species, C31H51N4O21PS5 in total.

Geometry as ORCA input:
```
! wB97M-V def2-TZVPD RIJCOSX def2/J DEFGRID3
* xyz 0 1
C 2.711 2.829 0.928
O 1.422 2.764 1.487
C 1.347 1.823 2.555
C 1.279 0.373 2.072
C 0.218 -0.464 2.795
C 0.651 -1.923 2.958
C 0.469 -2.647 1.600
C -0.034 -4.088 1.629
C -1.557 -4.257 1.544
C -2.062 -4.448 0.088
C -1.752 -3.181 -0.642
N -0.607 -3.069 -1.259
C -0.311 -1.850 -1.803
C 0.956 -1.659 -2.428
C 1.912 -2.806 -2.513
C 2.978 -2.776 -1.401
O 3.244 -4.065 -0.860
C 1.282 -0.414 -2.926
C 0.396 0.688 -2.831
P 1.111 2.231 -3.531
N -0.141 3.153 -4.239
O 1.506 3.029 -2.124
C -0.846 0.500 -2.244
S -1.989 1.855 -2.020
C -1.216 -0.777 -1.715
N -2.429 -0.919 -1.116
C -2.656 -2.078 -0.595
N -3.926 -2.254 0.078
C -5.029 -2.122 -0.883
C -5.395 -0.775 -1.424
O -5.566 -3.114 -1.250
C -4.032 -1.506 1.255
C -5.394 -1.101 1.730
O -3.059 -1.242 1.909
H 3.477 3.040 1.678
H 2.963 1.904 0.403
H 2.727 3.642 0.209
H 2.213 1.979 3.201
H 0.459 2.081 3.125
H 1.056 0.451 1.005
H 2.277 -0.058 2.150
H 0.046 -0.036 3.782
H -0.701 -0.407 2.222
H 1.709 -1.934 3.201
H 0.055 -2.415 3.723
H 1.451 -2.681 1.126
H -0.140 -2.003 0.973
H 0.366 -4.617 2.490
H 0.395 -4.587 0.760
H -1.846 -5.138 2.113
H -2.066 -3.396 1.968
H -3.125 -4.653 0.078
H -1.485 -5.247 -0.364
H 1.387 -3.753 -2.443
H 2.416 -2.813 -3.477
H 3.899 -2.373 -1.821
H 2.654 -2.158 -0.570
H 3.088 -4.727 -1.537
H 2.252 -0.267 -3.382
H 0.316 3.817 -4.854
H -0.659 3.661 -3.529
H 0.954 2.740 -1.384
H -2.696 1.757 -3.156
H -5.107 0.012 -0.739
H -4.869 -0.603 -2.354
H -6.461 -0.730 -1.603
H -5.571 -0.073 1.426
H -6.193 -1.723 1.335
H -5.404 -1.135 2.811
O -6.252 3.494 -4.449
S -6.172 2.082 -4.391
O -6.065 1.396 -3.154
O -4.990 1.603 -5.359
C -5.489 0.680 -6.338
C -6.934 1.089 -6.535
O -7.380 1.440 -5.217
H -5.410 -0.332 -5.934
H -4.902 0.756 -7.249
H -7.549 0.286 -6.931
H -7.020 1.968 -7.176
O 2.790 1.865 7.872
S 1.949 1.895 6.734
O 2.001 0.887 5.739
O 2.096 3.331 6.038
C 0.820 3.976 5.947
C 0.042 3.438 7.129
O 0.427 2.058 7.202
H 0.356 3.697 4.999
H 0.949 5.054 5.985
H -1.033 3.515 6.998
H 0.334 3.928 8.060
O 2.260 8.614 -4.589
S 3.069 8.211 -3.497
O 4.383 8.710 -3.324
O 3.092 6.611 -3.458
C 2.620 6.134 -2.188
C 1.652 7.201 -1.723
O 2.264 8.433 -2.131
H 3.472 6.049 -1.511
H 2.148 5.163 -2.301
H 1.505 7.197 -0.647
H 0.686 7.113 -2.225
O 8.288 -5.287 3.395
S 6.965 -5.795 3.419
O 6.473 -6.529 4.525
O 6.730 -6.635 2.074
C 5.609 -6.113 1.348
C 5.581 -4.645 1.706
O 5.934 -4.615 3.098
H 4.706 -6.626 1.685
H 5.746 -6.281 0.283
H 4.603 -4.197 1.556
H 6.331 -4.081 1.148
*
```

The structure (SMILES) is COCCCCCCCCc1nc2c(CCO)cc(P(N)O)c(S)c2nc1N(C(C)=O)C(C)=O.O=S1(=O)OCCO1.O=S1(=O)OCCO1.O=S1(=O)OCCO1.O=S1(=O)OCCO1. The calculation puts the calculated total energy at -5343.14040 a.u. For the orbital gap, the calculation gives 8.20 eV. As for the largest force on an atom: 1.3 eV/Å.

---

2.
The following is a DFT calculation (ωB97M-V/def2-TZVPD) of a structure of composition C4H9N2.

Geometry as ORCA input:
```
! wB97M-V def2-TZVPD RIJCOSX def2/J DEFGRID3
* xyz 1 1
C 2.070 -0.226 0.583
C 0.501 0.274 -0.497
C -1.022 0.323 -0.435
C -1.704 -0.404 0.708
N 1.233 -0.941 -0.137
N 1.436 0.935 0.487
H 2.995 -0.488 1.066
H 0.788 0.571 -1.515
H -1.305 1.377 -0.406
H 1.765 1.889 0.483
H -1.399 -0.093 -1.371
H -1.245 -0.102 1.657
H -1.640 -1.483 0.650
H -2.745 -0.113 0.775
H 1.092 -1.924 -0.305
*
```

The calculation puts the energy relative to the best compared isomer or geometry (same formula, charge and spin) at 156.2 kJ/mol. The calculation puts the calculated total energy at -267.03978 a.u. For the orbital gap, the calculation gives 12.04 eV. As for the largest force on an atom: 1.3 eV/Å.

---

3.
The following is a DFT calculation (ωB97M-V/def2-TZVPD) of an isolated molecule of C4H7NO2.

Geometry as ORCA input:
```
! wB97M-V def2-TZVPD RIJCOSX def2/J DEFGRID3
* xyz 0 1
C 1.646 0.738 1.239
N 0.564 0.184 0.301
O -0.167 1.059 -0.398
C -1.391 0.529 -0.778
C -0.999 -0.811 -0.930
C 0.013 -1.077 0.169
O 0.532 -2.162 0.479
H 1.113 1.398 2.053
H 2.225 -0.246 1.623
H 2.343 1.202 0.525
H -2.012 0.796 0.221
H -1.696 1.072 -1.621
H -1.867 -1.640 -1.021
H -0.302 -1.041 -1.862
*
```

The structure (SMILES) is CN1OCCC1=O. The calculation puts the energy relative to the best compared isomer or geometry (same formula, charge and spin) at 416.3 kJ/mol. The calculation puts the calculated total energy at -361.72228 a.u. For the orbital gap, the calculation gives 9.34 eV. As for the largest force on an atom: 7.8 eV/Å.

---

4.
The following is a DFT calculation (ωB97M-V/def2-TZVPD) of a cluster of 9 separate species, C57H63N4O2 in total.

Geometry as ORCA input:
```
! wB97M-V def2-TZVPD RIJCOSX def2/J DEFGRID3
* xyz 1 1
C -0.504 1.362 -0.544
C -1.382 2.168 -0.362
C -2.019 3.481 -0.258
C -1.479 4.510 0.475
N -2.410 5.553 0.264
C -2.124 6.838 0.930
O -2.124 7.874 -0.045
O -1.019 7.577 -0.854
C -3.441 5.181 -0.515
N -4.423 6.097 -0.761
C -5.610 5.643 -1.500
C -6.706 4.885 -0.659
C -6.356 4.664 0.843
N -3.216 3.890 -0.853
N -4.053 3.130 -1.659
H 0.210 0.577 -0.776
H -0.579 4.550 1.088
H -2.796 7.072 1.776
H -1.074 6.772 1.282
H -1.336 7.471 -1.767
H -4.656 6.667 0.046
H -6.095 6.554 -1.911
H -5.364 5.039 -2.391
H -6.907 3.911 -1.145
H -7.640 5.484 -0.704
H -5.449 4.014 0.877
H -7.150 4.050 1.314
H -6.185 5.589 1.420
H -4.487 2.424 -1.060
H -3.528 2.648 -2.386
C -2.211 7.296 6.880
C -1.983 6.351 5.889
C -1.437 6.740 4.673
C -1.110 8.073 4.451
C -1.334 9.016 5.444
C -1.889 8.629 6.657
H -2.639 6.994 7.828
H -2.232 5.312 6.064
H -1.265 6.002 3.896
H -0.679 8.376 3.503
H -1.078 10.054 5.273
H -2.068 9.366 7.430
C 1.932 -2.994 1.813
C 1.107 -1.883 1.938
C -0.165 -1.896 1.379
C -0.615 -3.022 0.702
C 0.208 -4.134 0.580
C 1.483 -4.118 1.131
H 2.925 -2.983 2.246
H 1.456 -1.007 2.472
H -0.807 -1.027 1.472
H -1.609 -3.034 0.270
H -0.143 -5.013 0.053
H 2.127 -4.983 1.030
C 3.568 2.285 -5.028
C 3.410 3.446 -4.282
C 2.312 3.591 -3.446
C 1.374 2.571 -3.349
C 1.533 1.408 -4.092
C 2.628 1.267 -4.935
H 4.423 2.174 -5.682
H 4.145 4.239 -4.353
H 2.186 4.500 -2.869
H 0.519 2.683 -2.693
H 0.802 0.611 -4.015
H 2.749 0.363 -5.518
C 1.794 -6.489 3.913
C 2.054 -7.528 3.029
C 2.389 -8.786 3.512
C 2.454 -9.007 4.881
C 2.190 -7.970 5.766
C 1.863 -6.709 5.282
H 1.536 -5.507 3.534
H 1.998 -7.357 1.960
H 2.599 -9.594 2.822
H 2.710 -9.990 5.259
H 2.239 -8.143 6.835
H 1.663 -5.899 5.972
C 3.998 7.311 -2.985
C 5.156 6.560 -2.832
C 6.381 7.085 -3.223
C 6.448 8.365 -3.757
C 5.290 9.117 -3.906
C 4.064 8.589 -3.524
H 3.041 6.900 -2.683
H 5.104 5.563 -2.409
H 7.283 6.497 -3.110
H 7.404 8.776 -4.057
H 5.344 10.116 -4.321
H 3.161 9.174 -3.645
C -2.710 -7.376 -0.055
C -3.177 -6.220 0.555
C -4.350 -5.623 0.110
C -5.061 -6.189 -0.940
C -4.595 -7.347 -1.548
C -3.418 -7.939 -1.109
H -1.793 -7.839 0.290
H -2.625 -5.781 1.379
H -4.710 -4.717 0.582
H -5.978 -5.727 -1.285
H -5.151 -7.789 -2.367
H -3.053 -8.839 -1.588
C 6.195 -7.767 3.811
C 5.376 -6.767 3.305
C 5.806 -5.992 2.236
C 7.052 -6.222 1.667
C 7.870 -7.225 2.172
C 7.443 -7.995 3.246
H 5.860 -8.370 4.647
H 4.403 -6.591 3.743
H 5.169 -5.206 1.845
H 7.386 -5.620 0.830
H 8.841 -7.406 1.727
H 8.084 -8.773 3.643
C -1.822 -4.391 -5.673
C -2.101 -5.444 -6.535
C -2.670 -6.611 -6.043
C -2.969 -6.722 -4.691
C -2.694 -5.668 -3.830
C -2.116 -4.504 -4.320
H -1.375 -3.481 -6.057
H -1.874 -5.355 -7.590
H -2.881 -7.435 -6.714
H -3.417 -7.631 -4.309
H -2.929 -5.755 -2.777
H -1.896 -3.684 -3.647
*
```

The calculation puts the calculated total energy at -2578.84540 a.u. For the orbital gap, the calculation gives 7.63 eV. As for the largest force on an atom: 3.0 eV/Å.

---

5.
The following is a DFT calculation (ωB97M-V/def2-TZVPD) of an isolated molecule of C3H5Cl2N.

Geometry as ORCA input:
```
! wB97M-V def2-TZVPD RIJCOSX def2/J DEFGRID3
* xyz 0 3
C 0.156 0.033 -0.900
C 0.083 -0.567 1.783
C -0.019 0.665 -2.112
N -0.093 0.279 0.473
Cl 0.676 -1.669 -1.022
Cl -0.466 2.321 -2.137
H -0.496 -1.534 1.889
H 1.127 -0.839 1.774
H -0.141 0.225 2.541
H 0.103 0.194 -3.050
H -0.930 0.893 0.762
*
```

The calculation puts the energy relative to the best compared isomer or geometry (same formula, charge and spin) at 3.7 kJ/mol. The calculation puts the calculated total energy at -1092.25819 a.u. For the orbital gap (spin up / spin down), the calculation gives 5.72 / 8.43 eV. As for the largest force on an atom: 9.0 eV/Å.

---

> Look up the calculated total energy of the third one.

-361.72228 a.u.

---

> Which of these has the lowest calculated total energy?

C31H51N4O21PS5

---

Please write out number 2 again, unchanged.
The following is a DFT calculation (ωB97M-V/def2-TZVPD) of a structure of composition C4H9N2.

Geometry as ORCA input:
```
! wB97M-V def2-TZVPD RIJCOSX def2/J DEFGRID3
* xyz 1 1
C 2.070 -0.226 0.583
C 0.501 0.274 -0.497
C -1.022 0.323 -0.435
C -1.704 -0.404 0.708
N 1.233 -0.941 -0.137
N 1.436 0.935 0.487
H 2.995 -0.488 1.066
H 0.788 0.571 -1.515
H -1.305 1.377 -0.406
H 1.765 1.889 0.483
H -1.399 -0.093 -1.371
H -1.245 -0.102 1.657
H -1.640 -1.483 0.650
H -2.745 -0.113 0.775
H 1.092 -1.924 -0.305
*
```

The calculation puts the energy relative to the best compared isomer or geometry (same formula, charge and spin) at 156.2 kJ/mol. The calculation puts the calculated total energy at -267.03978 a.u. For the orbital gap, the calculation gives 12.04 eV. As for the largest force on an atom: 1.3 eV/Å.

---

> Look up the calculated total energy of the fourth one.

-2578.84540 a.u.